[1]
{"formula": "C7H8N2O4", "method": "the ωB97M-V functional and the def2-TZVPD basis", "symbols": ["O", "O", "O", "O", "N", "N", "C", "C", "C", "C", "C", "C", "C", "H", "H", "H", "H", "H", "H", "H", "H"], "xyz": [[-2.055, -0.449, -2.229], [0.881, -1.980, 1.727], [-0.191, -0.320, 2.595], [1.017, 1.356, 0.979], [-0.792, -0.457, -1.705], [0.536, -0.822, 1.786], [2.150, 1.818, 0.341], [-2.983, -0.575, -1.051], [2.044, -0.431, -0.156], [2.722, 0.899, -0.409], [0.959, 0.042, 0.733], [-2.176, -0.021, 0.153], [-0.865, -0.192, -0.492], [2.812, -0.978, 0.358], [1.746, -0.913, -1.216], [2.309, 2.907, 0.523], [-2.187, 1.132, 0.429], [3.519, 1.234, -1.048], [-3.877, 0.066, -1.251], [-3.262, -1.610, -0.984], [-2.306, -0.707, 0.919]], "e_tot_ha": -681.702283, "gap_ev": 8.23, "e_above_lowest_kcal_mol": 206.45, "spin_multiplicity": 1}

[2]
{"formula": "C7H8N3", "method": "the ωB97M-V functional and the def2-TZVPD basis", "symbols": ["N", "N", "N", "C", "C", "C", "C", "C", "C", "C", "H", "H", "H", "H", "H", "H", "H", "H"], "xyz": [[1.427, 1.551, -1.503], [-0.385, -2.251, 1.006], [-0.892, -1.978, -1.225], [0.618, 0.435, 0.238], [0.184, 2.213, -1.263], [-0.263, -1.622, -0.157], [-0.854, 1.666, 1.114], [-0.311, 1.570, -0.199], [1.691, 0.565, -0.680], [0.208, 0.938, 1.572], [0.552, 0.570, 2.602], [-0.886, -3.164, 1.118], [-1.588, -2.758, -1.281], [-1.287, 2.492, 1.608], [-0.791, -1.436, -2.158], [-0.059, 3.045, -1.817], [2.577, 0.011, -0.894], [0.057, -1.844, 1.919]], "e_tot_ha": -435.343133, "gap_ev": 7.46, "e_above_lowest_kcal_mol": 106.77, "charge": 1, "spin_multiplicity": 1}

[3]
{"formula": "C7H8N3", "method": "the ωB97M-V functional and the def2-TZVPD basis", "symbols": ["N", "N", "N", "C", "C", "C", "C", "C", "C", "C", "H", "H", "H", "H", "H", "H", "H", "H"], "xyz": [[-2.001, -1.181, -0.048], [0.256, -2.068, 0.195], [0.073, 0.955, -0.397], [-0.865, 1.474, 0.272], [2.138, -0.561, -0.338], [-2.837, -0.027, -0.127], [1.443, 0.870, -0.010], [-0.892, -1.574, 0.156], [1.439, -1.822, 0.040], [-2.235, 1.203, -0.108], [1.560, 0.968, 1.146], [-2.872, 2.144, 0.040], [-0.882, 2.104, 1.158], [-3.859, -0.331, -0.309], [3.198, -0.770, 0.000], [2.216, -2.556, 0.322], [2.002, 1.768, -0.544], [2.117, -0.597, -1.449]], "smiles": "C1=N/C=C\\C=N\\CCC=[N+]=1", "e_tot_ha": -435.409834, "gap_ev": 8.45, "e_above_lowest_kcal_mol": 64.91, "charge": 1, "spin_multiplicity": 1}